DFT (ωB97M-V/def2-TZVPD) results for a molecular structure, C45H45Cl3CsIN12O2S5.

Computed properties:
LUMO level = 3.24 eV
Frontier orbital gap = 4.17 eV
Relative energy (zero: lowest compared OMol25 entry of this formula, charge and spin) = 6.0 kcal/mol
Net charge = -2

CARTESIAN COORDINATES (ANGSTROEM)
Cs -0.161 0.899 0.846
C -3.757 3.803 -1.724
C -3.338 4.053 -3.018
C -2.444 3.178 -3.616
C -2.003 2.079 -2.889
N -2.423 1.822 -1.652
C -3.268 2.671 -1.085
C -0.986 1.133 -3.436
C -0.976 0.776 -4.781
C -0.006 -0.110 -5.224
C 0.911 -0.606 -4.314
C 0.820 -0.192 -2.990
N -0.101 0.662 -2.560
H -4.423 4.477 -1.205
H -3.679 4.934 -3.548
H -2.058 3.367 -4.609
H -3.557 2.451 -0.063
H -1.729 1.163 -5.456
H 0.022 -0.418 -6.262
H 1.683 -1.305 -4.611
H 1.516 -0.547 -2.242
O 4.295 -4.031 6.003
C 3.631 -3.445 5.168
S 2.147 -2.567 5.511
C 1.768 -2.000 3.874
C 2.639 -2.384 2.909
S 2.655 -2.021 1.202
S 4.019 -3.354 3.459
S 0.338 -1.001 3.743
C -2.341 -2.432 -2.449
N -1.451 -3.571 -2.573
C -1.437 -4.125 -3.910
C -0.261 -3.532 -1.827
N 0.005 -2.516 -1.116
N 0.506 -4.708 -1.952
C 1.833 -4.644 -1.358
C -0.183 -5.942 -1.599
H -3.366 -2.757 -2.652
H -2.085 -1.640 -3.162
H -2.273 -2.003 -1.453
H -1.220 -3.351 -4.661
H -2.418 -4.550 -4.144
H -0.685 -4.903 -3.997
H 0.798 -2.619 -0.478
H 1.819 -4.632 -0.263
H 2.345 -3.739 -1.680
H 2.405 -5.510 -1.700
H -1.204 -5.931 -1.974
H -0.216 -6.084 -0.511
H 0.344 -6.794 -2.036
Cl 1.473 -6.306 2.374
C -0.184 -5.828 2.541
C -0.501 -4.505 2.798
C -1.834 -4.169 2.975
C -2.858 -5.113 2.889
C -4.313 -4.716 3.031
C -4.854 -4.056 1.762
N -4.257 -2.770 1.489
C -4.600 -1.577 2.081
C -3.722 -0.658 1.592
N -2.842 -1.255 0.723
C -3.188 -2.512 0.687
O -4.565 -3.818 4.097
C -4.423 -4.402 5.387
C -3.180 -3.940 6.087
C -2.512 -4.660 7.027
Cl -2.952 -6.229 7.605
S -1.095 -3.878 7.592
C -1.397 -2.534 6.576
C -2.531 -2.693 5.848
C -2.487 -6.420 2.585
Cl -3.695 -7.685 2.397
C -1.167 -6.797 2.421
H 0.264 -3.737 2.862
H -2.061 -3.132 3.184
H -4.908 -5.621 3.191
H -5.931 -3.917 1.865
H -4.671 -4.718 0.915
H -5.397 -1.515 2.801
H -3.658 0.392 1.832
H -2.686 -3.288 0.129
H -4.416 -5.494 5.308
H -5.310 -4.123 5.964
H -0.683 -1.728 6.493
H -2.862 -1.976 5.112
H -0.909 -7.824 2.211
C 3.673 1.378 1.443
C 3.620 1.864 0.037
N 2.681 1.580 -0.831
C 2.995 2.283 -1.974
C 4.161 2.959 -1.815
N 4.563 2.690 -0.520
C 5.746 3.192 0.124
N 5.938 4.608 -0.103
N 7.135 5.039 -0.551
N 7.118 6.314 -0.669
C 5.869 6.762 -0.299
C 5.340 8.058 -0.265
C 4.033 8.185 0.134
C 3.249 7.062 0.486
C 3.752 5.783 0.459
C 5.091 5.664 0.065
H 3.042 0.491 1.537
H 3.323 2.149 2.136
H 4.678 1.070 1.736
H 2.357 2.263 -2.841
H 4.723 3.611 -2.462
H 6.651 2.723 -0.263
H 5.662 2.982 1.189
H 5.944 8.911 -0.546
H 3.578 9.167 0.174
H 2.212 7.186 0.770
H 3.115 4.942 0.706
I -0.288 4.509 0.986


DFT (ωB97M-V/def2-TZVPD) results for a molecular structure, C45H45ClLuNP2 at a distorted geometry.

Computed properties:
LUMO level = -6.33 eV
Frontier orbital gap = 6.97 eV
Net charge = +2

CARTESIAN COORDINATES (ANGSTROEM)
Lu 0.553 0.030 -0.549
Cl -0.012 -0.030 -2.909
P -0.069 2.746 -0.835
P -0.028 -2.727 -0.764
C -0.005 3.707 0.703
C -1.573 3.368 -1.630
C 1.347 3.327 -1.842
C 1.515 -3.586 -1.209
C -0.521 -3.536 0.786
C -1.238 -3.260 -2.022
C 1.175 4.336 1.130
C 1.279 4.790 2.442
C 0.206 4.641 3.323
C -0.996 4.077 2.878
C -1.113 3.635 1.567
H 2.005 4.451 0.435
H 2.207 5.261 2.773
H 0.302 4.976 4.359
H -1.845 3.982 3.558
H -2.053 3.198 1.217
C 2.617 2.779 -1.558
C 3.702 3.095 -2.374
C 3.551 3.989 -3.439
C 2.294 4.541 -3.709
C 1.186 4.200 -2.927
H 2.774 2.137 -0.677
H 4.673 2.644 -2.168
H 4.410 4.248 -4.065
H 2.171 5.242 -4.533
H 0.202 4.625 -3.138
C -2.088 4.651 -1.391
C -3.281 5.052 -2.003
C -3.963 4.179 -2.857
C -3.448 2.903 -3.113
C -2.261 2.507 -2.509
H -1.563 5.335 -0.723
H -3.674 6.049 -1.805
H -4.897 4.494 -3.328
H -3.967 2.220 -3.788
H -1.846 1.523 -2.724
C -1.793 -4.103 0.944
C -2.227 -4.494 2.210
C -1.414 -4.285 3.326
C -0.140 -3.713 3.175
C 0.319 -3.370 1.907
H -2.433 -4.247 0.071
H -3.210 -4.955 2.319
H -1.776 -4.557 4.319
H 0.500 -3.562 4.048
H 1.340 -2.989 1.769
C 2.447 -2.875 -1.992
C 3.726 -3.394 -2.180
C 4.045 -4.669 -1.699
C 3.090 -5.417 -1.003
C 1.830 -4.868 -0.738
H 2.168 -1.918 -2.446
H 4.473 -2.802 -2.713
H 5.043 -5.083 -1.867
H 3.321 -6.424 -0.656
H 1.094 -5.431 -0.162
C -1.022 -4.358 -2.867
C -1.953 -4.662 -3.865
C -3.097 -3.877 -4.031
C -3.312 -2.773 -3.198
C -2.387 -2.463 -2.208
H -0.126 -4.968 -2.743
H -1.778 -5.518 -4.517
H -3.818 -4.112 -4.816
H -4.199 -2.151 -3.317
H -2.544 -1.582 -1.587
H 3.116 -0.068 -4.236
H 2.364 -0.089 -4.236
C 3.026 -0.274 3.425
N 1.535 -0.315 3.508
C 1.095 -0.236 4.934
C 0.887 0.743 2.609
C -0.559 0.415 2.420
C -1.463 0.540 3.481
C -2.769 0.087 3.326
C -3.195 -0.340 2.073
C -2.324 -0.305 0.979
C -0.998 0.016 1.159
H 3.358 0.722 3.737
H 3.334 -0.477 2.393
H 3.424 -1.042 4.097
H 1.218 -1.237 3.140
H 1.110 0.815 5.245
H 0.101 -0.676 5.046
H 1.809 -0.807 5.536
H 1.045 1.717 3.098
H 1.512 0.755 1.685
H -1.141 1.000 4.415
H -3.448 0.085 4.184
H -4.220 -0.676 1.925
H -2.711 -0.535 -0.011


DFT (ωB97M-V/def2-TZVPD) results for a molecular structure, C45H45GeN5ORuSe.

Computed properties:
LUMO level (alpha / beta) = 2.58 / 2.58 eV
Frontier orbital gap (alpha / beta) = 5.40 / 5.29 eV
Relative energy (zero: lowest compared OMol25 entry of this formula, charge and spin) = 6.5 kcal/mol
2S+1 = 2
Net charge = -1

CARTESIAN COORDINATES (ANGSTROEM)
Ru 0.377 -0.792 0.388
C -2.029 -1.736 -1.134
N -1.060 -2.201 -0.122
C -1.655 -2.452 1.209
C -1.354 -1.264 2.090
N -1.627 -0.009 1.794
C -1.314 0.697 2.955
C -1.359 2.065 3.200
C -0.950 2.515 4.444
C -0.506 1.626 5.432
C -0.472 0.260 5.207
C -0.889 -0.181 3.959
N -1.003 -1.445 3.408
C -1.283 -1.368 -2.365
N -0.720 -0.064 -2.292
C -0.937 0.550 -3.570
C -0.423 1.702 -4.116
C -0.795 2.057 -5.409
C -1.651 1.242 -6.142
C -2.139 0.061 -5.603
C -1.775 -0.278 -4.305
N -2.105 -1.402 -3.575
H -2.559 -0.881 -0.675
H -2.748 -2.535 -1.338
H -0.641 -3.056 -0.477
H -1.201 -3.343 1.640
H -2.736 -2.609 1.120
H -1.686 2.751 2.428
H -0.956 3.577 4.652
H -0.180 2.015 6.389
H -0.129 -0.430 5.968
H -0.493 -2.256 3.716
H 0.296 2.302 -3.591
H -0.394 2.962 -5.847
H -1.925 1.523 -7.152
H -2.793 -0.589 -6.173
H -2.005 -2.252 -4.112
C 3.467 -0.529 -1.719
O 2.415 -1.067 -2.493
H 4.317 -0.370 -2.386
H 3.768 -1.203 -0.910
H 3.193 0.435 -1.272
H 1.649 -1.168 -1.899
C -0.146 0.390 -1.186
Ge 0.160 2.278 -0.809
C 1.190 2.329 0.856
C 1.388 3.544 1.516
C 2.068 3.611 2.723
C 2.570 2.453 3.303
C 2.407 1.238 2.657
C 1.733 1.194 1.441
C -1.561 3.158 -0.450
C -2.727 2.397 -0.402
C -3.945 2.975 -0.065
C -4.016 4.327 0.235
C -2.863 5.101 0.195
C -1.650 4.518 -0.147
C 1.197 3.599 -1.868
C 0.603 4.632 -2.593
C 1.370 5.561 -3.285
C 2.755 5.468 -3.268
C 3.365 4.447 -2.552
C 2.590 3.529 -1.856
H 0.997 4.459 1.085
H 2.196 4.566 3.219
H 3.086 2.498 4.254
H 2.789 0.319 3.084
H 1.783 0.199 0.979
H -2.673 1.334 -0.594
H -4.838 2.362 -0.026
H -4.964 4.777 0.504
H -2.909 6.158 0.430
H -0.763 5.141 -0.179
H -0.479 4.709 -2.632
H 0.886 6.356 -3.840
H 3.356 6.189 -3.808
H 4.445 4.366 -2.535
H 3.084 2.745 -1.290
C -0.831 -8.021 0.984
C -0.074 -6.725 1.107
C 0.238 -6.183 2.346
C 0.919 -4.975 2.472
C 1.324 -4.518 3.850
C 1.276 -4.249 1.324
Se 1.990 -2.472 1.479
C 1.053 -4.835 0.065
C 1.594 -4.204 -1.191
C 0.370 -6.046 -0.020
H -1.172 -8.371 1.959
H -0.207 -8.805 0.547
H -1.707 -7.910 0.342
H -0.051 -6.718 3.247
H 0.904 -5.174 4.614
H 1.044 -3.484 4.062
H 2.413 -4.526 3.939
H 1.247 -3.178 -1.336
H 1.321 -4.791 -2.068
H 2.682 -4.133 -1.136
H 0.188 -6.470 -1.003


DFT (ωB97M-V/def2-TZVPD) results for a molecular structure, C45H46BaN8O3 at a distorted geometry.

Computed properties:
LUMO level = 0.14 eV
Frontier orbital gap = 5.51 eV
Relative energy (zero: lowest compared OMol25 entry of this formula, charge and spin) = 5.9 kcal/mol

CARTESIAN COORDINATES (ANGSTROEM)
Ba 12.760 10.385 13.923
C 15.007 7.171 14.329
N 14.927 8.545 14.707
C 14.960 8.685 16.184
C 13.612 8.336 16.807
C 13.550 7.319 17.772
C 12.373 7.066 18.408
C 11.291 7.877 18.125
C 11.414 8.811 17.084
N 12.547 9.043 16.403
C 15.970 9.379 14.103
C 15.960 9.227 12.609
C 17.006 8.721 11.816
C 16.879 8.755 10.397
C 15.725 9.227 9.877
C 14.733 9.677 10.715
N 14.869 9.729 12.028
C 14.169 6.802 13.164
C 14.600 5.834 12.282
C 13.704 5.421 11.239
C 12.400 5.968 11.244
C 12.148 6.997 12.113
N 13.025 7.488 12.984
H 14.582 6.647 15.193
H 16.063 6.885 14.129
H 15.169 9.740 16.388
H 15.701 8.012 16.659
H 14.416 6.743 18.014
H 12.336 6.271 19.113
H 10.432 7.824 18.718
H 10.601 9.384 16.727
H 16.987 9.111 14.466
H 15.712 10.440 14.386
H 17.847 8.270 12.337
H 17.694 8.413 9.754
H 15.444 9.201 8.810
H 13.809 10.094 10.353
H 15.557 5.354 12.473
H 14.064 4.595 10.573
H 11.698 5.529 10.573
H 11.179 7.466 12.019
C 15.772 6.891 22.144
O 14.528 7.373 21.714
C 14.191 8.701 21.840
C 15.033 9.608 22.423
C 14.599 10.941 22.382
C 13.404 11.298 21.785
C 12.531 10.337 21.379
C 12.910 9.018 21.368
N 12.992 12.697 21.791
N 12.789 13.296 20.715
C 13.126 12.724 19.429
C 14.393 12.356 19.153
C 14.803 12.031 17.870
C 13.934 11.991 16.776
O 14.264 11.748 15.552
C 12.559 12.251 17.111
N 11.617 12.038 16.115
C 10.389 12.366 16.369
C 9.930 12.936 17.599
C 10.822 13.086 18.583
C 12.161 12.658 18.397
H 15.857 5.896 21.677
H 15.755 6.873 23.217
H 16.597 7.447 21.766
H 16.027 9.412 22.822
H 15.124 11.742 22.869
H 11.579 10.607 20.961
H 12.222 8.259 21.091
H 15.058 12.316 19.968
H 15.864 11.811 17.718
H 9.714 12.200 15.548
H 8.932 13.225 17.665
H 10.535 13.355 19.633
C 11.523 13.688 10.302
N 11.316 14.152 11.664
C 10.332 15.207 11.827
C 12.066 13.614 12.675
C 12.122 14.321 13.989
O 12.934 12.744 12.431
H 11.752 12.607 10.221
H 12.365 14.228 9.929
H 10.701 13.899 9.717
H 9.815 15.314 10.881
H 10.780 16.194 12.100
H 9.644 14.870 12.603
H 12.565 15.283 13.798
H 12.757 13.801 14.719
H 11.162 14.568 14.449
C 9.931 9.912 12.861
C 8.906 10.794 13.372
C 8.163 10.453 14.532
C 7.110 11.226 14.950
C 6.827 12.467 14.408
C 7.593 12.872 13.323
C 8.604 12.045 12.822
H 10.043 10.040 11.732
H 9.807 8.876 13.255
H 8.331 9.508 15.011
H 6.495 10.927 15.822
H 6.018 13.070 14.817
H 7.447 13.865 12.893
H 9.113 12.334 11.917


The calculation returns the following electronic energy values, one per record and in order: -6238.883956, -4174.469397, -6664.037724, -2431.628244 Eh.